DFT (ωB97M-V/def2-TZVPD) results for a molecular structure, C22H16BeCl3GeN3O3.

Results
- ⟨S²⟩: 0.760
- Net charge: -1
- 2S+1: 2
- Total energy: -4710.48322 Eh
- HOMO level (spin up / spin down): -4.12 / -5.37 eV
- ΔE to the lowest compared entry with this formula, charge and spin: 0.000 eV

```
49
Properties=species:S:1:pos:R:3:forces:R:3
Be 0.356 0.268 -0.070 -0.102 -0.218 -0.064
C 3.422 -2.041 -1.316 0.035 -0.070 0.029
O 2.851 -2.305 -2.595 0.114 0.077 0.039
C 1.669 -1.755 -2.996 -0.028 -0.137 0.013
C 1.216 -2.212 -4.219 -0.053 0.058 -0.077
C 0.029 -1.750 -4.786 0.035 -0.049 0.007
C -0.715 -0.817 -4.105 -0.058 0.026 0.013
C -0.297 -0.350 -2.853 0.032 -0.021 -0.002
C -1.061 0.712 -2.217 0.019 -0.012 -0.111
N -0.794 1.024 -1.014 0.107 0.144 0.220
N -1.270 2.160 -0.382 0.039 -0.030 0.012
C -0.484 2.330 0.658 0.063 -0.040 -0.110
O 0.485 1.504 0.953 -0.106 0.177 -0.019
C -0.668 3.533 1.503 0.050 -0.023 -0.009
C -1.759 4.378 1.317 -0.004 -0.008 -0.008
C -1.899 5.508 2.105 -0.007 -0.034 -0.020
C -0.951 5.805 3.077 0.017 0.012 0.017
C 0.135 4.963 3.266 -0.032 -0.038 -0.029
C 0.275 3.827 2.481 0.000 0.019 0.025
C 0.913 -0.811 -2.258 -0.131 0.136 0.061
O 1.346 -0.386 -1.087 0.059 0.116 -0.080
H 4.353 -2.606 -1.307 0.005 -0.044 -0.021
H 2.778 -2.389 -0.508 -0.016 0.014 -0.006
H 3.630 -0.984 -1.171 0.010 -0.013 -0.015
H 1.827 -2.945 -4.732 -0.011 -0.009 0.029
H -0.297 -2.130 -5.746 0.010 0.016 0.011
H -1.639 -0.430 -4.522 0.026 -0.011 0.009
H -1.798 1.277 -2.784 -0.003 0.009 -0.010
H -2.488 4.124 0.559 -0.003 0.012 0.037
H -2.757 6.155 1.968 0.016 0.003 -0.007
H -1.061 6.692 3.689 -0.016 -0.030 -0.006
H 0.870 5.185 4.029 0.007 0.013 -0.008
H 1.114 3.156 2.611 -0.015 -0.001 0.010
Cl -2.940 -1.998 2.847 0.010 0.121 -0.005
Ge -2.319 -0.261 1.577 -0.148 -0.303 0.033
Cl -3.358 1.431 2.687 0.050 -0.051 -0.043
Cl -3.673 -0.582 -0.161 0.067 0.027 0.019
N 1.896 -6.123 1.868 -0.022 0.020 -0.012
C 1.375 -5.115 1.676 -0.092 0.086 0.012
C 0.744 -3.842 1.440 0.054 -0.056 0.004
C -0.111 -3.673 0.349 -0.004 -0.042 -0.008
C -0.667 -2.431 0.101 0.029 -0.097 -0.074
C -0.351 -1.325 0.902 -0.204 0.286 0.159
C 0.443 -1.538 2.038 0.129 -0.115 0.000
C 1.006 -2.774 2.300 -0.003 0.098 0.003
H -0.323 -4.515 -0.298 0.003 0.010 -0.007
H -1.329 -2.310 -0.751 0.021 0.002 0.031
H 0.633 -0.709 2.713 0.033 -0.026 -0.024
H 1.642 -2.925 3.163 0.021 -0.002 -0.018
```
Positions in Å, forces in eV/Å.